No. 1
Here is C31H22N6O8Tl as an isolated structure from the OMol25 dataset. Energies are from wB97M-V/def2-TZVPD.

```
68
Properties=species:S:1:pos:R:3:forces:R:3:nbo_charge:R:1
Tl 0.438 -0.226 -0.362 0.011 0.181 -0.101 0.81
C -0.303 5.705 -0.432 0.035 -0.058 0.004 -0.27
C -0.708 4.585 -1.149 0.006 -0.006 0.034 -0.20
C -0.762 3.337 -0.546 -0.029 0.005 0.049 -0.27
C -0.416 3.177 0.803 -0.094 0.050 0.109 0.25
C -0.011 4.314 1.518 0.004 0.035 -0.075 -0.29
C 0.051 5.557 0.904 -0.065 -0.060 0.067 -0.20
N -0.376 1.905 1.362 0.289 0.012 -0.097 -0.58
C -1.065 1.554 2.408 -0.030 -0.105 0.028 0.22
C -2.133 2.357 2.988 0.080 -0.007 -0.004 -0.32
C -2.885 1.903 4.023 0.100 -0.172 0.193 -0.19
C -2.659 0.620 4.614 -0.079 0.219 0.076 -0.31
C -1.668 -0.169 4.120 0.213 0.018 -0.154 -0.17
C -0.857 0.245 3.026 -0.393 0.335 0.160 0.00
N 0.166 -0.489 2.527 0.090 0.222 -0.085 -0.15
N 0.449 -1.599 3.061 0.035 -0.272 0.016 -0.33
C 1.556 -2.215 2.441 0.265 -0.047 -0.221 0.32
C 1.967 -3.448 2.958 -0.027 0.012 0.083 -0.27
C 3.055 -4.083 2.393 -0.037 -0.008 0.016 -0.17
C 3.712 -3.490 1.323 -0.020 -0.021 0.010 -0.29
C 3.232 -2.273 0.866 -0.118 0.051 0.002 0.07
N 2.189 -1.647 1.405 -0.041 -0.102 0.169 -0.47
H -0.245 6.674 -0.912 -0.015 -0.006 0.005 0.20
H -0.981 4.684 -2.193 0.009 -0.024 0.006 0.21
H -1.080 2.463 -1.104 0.020 0.042 -0.004 0.23
H 0.279 4.201 2.557 0.002 -0.016 -0.021 0.21
H 0.380 6.417 1.478 -0.006 -0.020 -0.028 0.20
H -2.320 3.332 2.554 -0.012 0.001 0.015 0.22
H -3.690 2.522 4.408 0.050 0.022 0.010 0.20
H -3.265 0.297 5.451 -0.012 -0.006 -0.046 0.20
H -1.461 -1.144 4.546 -0.012 0.036 -0.005 0.22
H 1.432 -3.861 3.804 0.007 0.003 -0.047 0.22
H 3.389 -5.039 2.778 0.002 -0.002 0.015 0.21
H 4.561 -3.963 0.849 0.001 0.026 -0.008 0.21
H 3.692 -1.769 0.020 -0.028 -0.039 0.055 0.21
O -3.973 0.167 1.859 -0.225 -0.372 -0.354 -0.69
C -3.113 -0.286 0.931 -0.009 0.032 0.225 0.77
O -2.594 0.408 0.107 -0.028 0.001 -0.292 -0.55
C -2.895 -1.770 1.060 0.121 0.017 0.056 0.10
C -3.856 -2.570 1.667 -0.053 0.013 0.061 -0.20
C -3.628 -3.929 1.725 -0.112 -0.040 0.032 -0.17
C -2.442 -4.429 1.217 0.029 -0.111 0.036 -0.23
C -1.524 -3.547 0.662 -0.066 0.098 0.013 0.08
N -1.760 -2.241 0.562 -0.029 -0.261 -0.025 -0.34
C -0.208 -4.036 0.087 -0.105 0.061 0.103 0.76
O 0.233 -5.231 0.546 0.019 -0.101 -0.056 -0.67
O 0.409 -3.446 -0.740 0.070 0.144 -0.156 -0.51
H -3.970 1.134 1.803 0.086 0.106 0.056 0.51
H -4.753 -2.122 2.071 0.014 -0.009 -0.003 0.24
H -4.363 -4.596 2.155 0.009 0.014 0.014 0.22
H -2.265 -5.497 1.237 0.018 0.017 -0.026 0.21
H -0.283 -5.523 1.303 -0.014 0.054 0.112 0.48
O 2.801 0.739 -1.549 0.021 -0.051 -0.086 -0.60
C 3.135 1.115 -2.659 0.007 0.066 -0.049 0.43
C 2.447 0.973 -3.931 -0.136 -0.103 0.128 -0.33
C 3.085 1.542 -5.023 0.187 0.094 -0.125 -0.10
C 2.593 1.421 -6.307 -0.089 -0.055 0.103 -0.06
C 1.416 0.665 -6.534 0.076 0.063 -0.080 -0.17
C 0.756 0.106 -5.492 -0.039 0.005 0.037 -0.32
C 1.180 0.264 -4.107 -0.017 0.035 -0.013 0.48
O 0.485 -0.181 -3.178 0.140 0.032 -0.038 -0.67
N 3.278 2.038 -7.401 0.014 -0.010 -0.054 0.52
O 4.277 2.715 -7.178 -0.021 -0.033 0.058 -0.44
O 2.840 1.865 -8.535 -0.029 -0.009 0.024 -0.44
H 4.113 1.632 -2.769 -0.028 0.033 0.025 0.09
H 4.003 2.102 -4.876 -0.015 -0.048 0.014 0.23
H 1.063 0.551 -7.550 0.000 -0.001 0.016 0.23
H -0.148 -0.469 -5.650 0.005 0.019 0.016 0.21
```
Forces are in eV/Å.

Highest occupied orbital energy: -4.3 eV
Net charge: -1


No. 2
Here is a 2-piece molecular cluster, C4H13N2O overall in a non-equilibrium geometry from the OMol25 dataset. Energies are from wB97M-V/def2-TZVPD.

```
20
Properties=species:S:1:pos:R:3:forces:R:3:nbo_charge:R:1
C 1.655 1.576 1.712 0.042 -0.612 -0.132 -0.59
C 1.663 1.189 0.220 0.753 1.276 0.299 -0.45
C 0.509 0.350 -0.198 -0.553 -0.208 0.442 0.26
C 0.715 -0.951 -0.473 0.405 0.427 0.038 -0.26
N -0.369 -1.858 -0.887 0.043 0.918 -0.731 -0.69
N -0.709 0.952 -0.151 0.001 -0.267 -0.240 -0.80
H 0.694 2.046 1.913 0.067 -0.127 0.543 0.20
H 2.445 2.267 1.969 0.134 0.479 -0.374 0.23
H 1.879 0.730 2.366 -0.612 -0.158 -0.050 0.22
H 2.617 0.776 -0.083 0.047 -0.443 0.046 0.23
H 1.630 2.156 -0.291 -0.250 -0.157 -0.371 0.23
H 1.718 -1.330 -0.537 -0.091 -0.350 -0.038 0.23
H -0.382 -1.899 -1.913 0.145 -0.512 0.092 0.43
H -0.250 -2.791 -0.498 -0.160 -0.030 -0.018 0.44
H -1.315 -1.472 -0.687 0.110 -0.403 0.332 0.46
H -1.542 0.499 -0.480 -0.136 0.118 0.108 0.40
H -0.806 1.916 0.106 0.141 0.075 -0.023 0.41
H -3.361 -1.795 -0.029 -0.122 0.254 0.155 0.50
H -3.689 -1.258 -1.405 0.063 0.231 -0.042 0.51
O -3.099 -1.105 -0.655 -0.026 -0.510 -0.036 -0.96
```
Forces are in eV/Å.

Highest occupied orbital energy: -12.5 eV
Net charge: +1


No. 3
Here is C3H8N4 as an isolated structure in a non-equilibrium geometry from the OMol25 dataset. Energies are from wB97M-V/def2-TZVPD.

```
15
Properties=species:S:1:pos:R:3:forces:R:3:nbo_charge:R:1
C -0.450 -0.784 0.198 -2.935 1.127 0.402 0.05
C 0.378 -1.467 -0.849 0.579 1.209 -0.237 -0.67
C 0.238 1.918 -0.491 -1.128 -0.481 -2.337 -0.43
N -2.611 0.172 0.144 0.391 1.473 0.054 -0.09
N -1.845 1.166 0.254 -4.528 1.115 -0.549 -0.01
N -1.888 -1.026 -0.028 1.941 -0.659 -2.117 -0.49
N -0.603 1.069 0.370 4.519 -4.620 -0.327 -0.24
H -0.315 -1.029 1.247 0.830 0.088 -0.133 0.20
H 0.089 -1.021 -1.856 0.863 -0.456 1.117 0.22
H 0.077 -2.518 -0.879 0.334 0.035 0.114 0.24
H 1.460 -1.345 -0.557 -0.996 -0.319 -0.887 0.23
H 1.234 1.509 -0.812 -1.242 -0.290 0.621 0.22
H -0.372 2.169 -1.425 1.020 -0.315 0.949 0.19
H 0.450 2.831 -0.027 0.210 1.408 0.970 0.21
H -2.054 -1.325 -1.065 0.143 0.684 2.358 0.35
```
Forces are in eV/Å.

Highest occupied orbital energy: -8.7 eV
Net charge: 0


No. 4
Here is C5H26NO10 as an isolated structure in a non-equilibrium geometry from the OMol25 dataset. Energies are from wB97M-V/def2-TZVPD.

```
42
Properties=species:S:1:pos:R:3:forces:R:3:nbo_charge:R:1
C 1.937 -0.214 1.858 -2.293 1.349 -2.079 0.54
N 1.468 0.507 0.660 0.196 -2.047 0.117 -0.50
C 1.565 -0.362 -0.550 4.496 1.777 -1.766 -0.23
C 0.728 -1.593 -0.618 -1.377 2.366 -2.249 -0.67
C 0.380 1.499 0.674 1.719 2.852 2.007 -0.20
C -0.145 2.034 -0.694 -3.039 -3.187 1.863 -0.03
O -1.439 1.497 -0.923 1.238 -1.526 -0.871 -0.87
O 2.866 -1.006 1.840 -1.443 0.717 0.567 -0.60
H 1.168 -0.021 2.698 1.705 -0.084 -0.419 0.14
H 2.724 -0.567 -0.547 -2.670 -0.302 -0.460 0.20
H 1.558 0.184 -1.621 -0.323 -0.959 3.004 0.21
H 0.582 -2.006 0.306 -0.217 -1.373 2.419 0.19
H 1.314 -2.239 -1.254 -0.347 -0.665 -0.107 0.20
H -0.291 -1.260 -1.050 1.672 -1.247 0.608 0.28
H -0.418 1.176 1.388 0.437 0.885 -1.150 0.15
H 0.833 2.502 1.155 -0.827 -2.179 -0.486 0.18
H 0.512 1.816 -1.467 1.313 -0.485 -1.030 0.11
H -0.269 3.057 -0.712 0.103 2.519 0.584 0.16
H -3.105 -1.688 -0.088 0.417 1.218 -0.341 0.52
H -3.464 -0.467 1.036 0.045 -2.679 -1.809 0.48
O -3.642 -1.405 0.663 -0.445 1.384 1.837 -1.00
H 4.660 0.944 0.562 -0.706 3.187 1.959 0.47
H 3.893 -0.468 0.410 0.235 0.842 1.075 0.49
O 4.622 0.126 0.195 1.544 -3.734 -2.846 -0.98
H -0.921 -1.966 -2.794 -0.644 0.915 0.822 0.50
H 0.603 -2.316 -2.829 -2.427 -0.290 -1.272 0.46
O -0.281 -2.455 -3.309 2.992 -0.775 -0.184 -0.99
H -1.230 0.179 1.958 -1.418 -0.433 1.212 0.47
H -2.132 -1.043 2.073 -0.059 0.963 0.831 0.49
O -1.936 -0.196 2.569 0.639 -0.864 -2.110 -0.97
H -1.081 -1.033 4.074 -1.712 0.770 -0.680 0.49
H 0.092 -1.649 3.477 2.956 -3.429 -7.650 0.44
O -0.211 -1.330 4.199 -0.797 2.398 8.721 -0.94
H 1.298 1.521 -2.714 -2.143 -0.236 0.954 0.46
H 1.836 1.259 -4.092 -1.149 -1.588 -3.427 0.47
O 2.017 1.596 -3.279 3.474 2.011 1.793 -0.92
H -2.499 -0.657 -2.724 1.452 0.357 2.019 0.47
H -1.416 0.317 -1.401 -1.572 1.344 -0.268 0.51
O -1.890 -0.747 -1.916 -1.025 -0.154 -1.315 -1.18
H -3.537 1.332 0.989 0.132 1.031 -0.757 0.47
H -3.445 2.905 0.562 -0.019 -0.951 -0.459 0.48
O -3.303 2.236 1.239 -0.113 0.307 1.342 -0.95
```
Forces are in eV/Å.

Highest occupied orbital energy: -5.6 eV
Net charge: -1


No. 5
Here is C26H25N9O2OsP as an isolated structure from the OMol25 dataset. Energies are from wB97M-V/def2-TZVPD.

```
64
Properties=species:S:1:pos:R:3:forces:R:3:nbo_charge:R:1
Os -0.906 0.575 0.109 0.050 0.027 -0.415 1.38
C 2.707 -2.460 3.011 -0.011 0.006 -0.005 -0.42
N 2.170 -1.334 2.229 0.017 0.015 -0.056 -0.28
C 2.909 -0.276 1.768 -0.031 0.007 0.069 -0.02
C 2.052 0.547 1.112 0.005 -0.039 -0.020 -0.06
N 0.788 -0.001 1.178 0.062 0.066 -0.317 -0.47
C 0.898 -1.154 1.849 0.120 -0.045 0.122 0.11
P -0.469 -2.288 2.231 -0.013 -0.194 -0.134 0.84
C -1.600 -0.962 2.702 -0.133 0.030 -0.070 0.07
N -1.855 0.133 1.977 -0.095 0.314 0.158 -0.46
C -2.766 0.875 2.700 0.160 -0.031 0.026 -0.06
C -3.041 0.214 3.856 -0.090 -0.061 -0.004 -0.02
N -2.313 -0.938 3.841 0.036 -0.018 0.058 -0.28
C -2.357 -1.977 4.880 -0.003 0.003 -0.020 -0.42
C -1.100 -2.446 0.524 -0.075 0.061 0.053 0.11
N -1.361 -1.412 -0.288 0.071 -0.139 0.246 -0.47
C -1.867 -1.927 -1.458 0.000 -0.030 -0.013 -0.05
C -1.923 -3.279 -1.334 0.019 0.019 0.044 -0.03
N -1.437 -3.588 -0.090 -0.008 -0.059 -0.013 -0.28
C -1.371 -4.951 0.457 -0.003 0.021 0.000 -0.42
H 3.781 -2.327 3.098 0.003 -0.001 -0.002 0.26
H 2.268 -2.467 4.006 0.001 0.006 -0.001 0.24
H 2.505 -3.398 2.501 0.001 -0.002 -0.003 0.24
H 3.967 -0.191 1.952 0.001 -0.011 0.001 0.27
H 2.270 1.472 0.612 -0.026 0.012 -0.019 0.25
H -3.160 1.816 2.373 0.010 0.025 -0.008 0.26
H -3.698 0.469 4.670 0.001 -0.006 -0.001 0.27
H -2.819 -1.551 5.765 0.002 0.008 0.001 0.26
H -2.949 -2.823 4.538 -0.005 0.005 0.002 0.24
H -1.349 -2.299 5.129 0.003 0.004 -0.001 0.23
H -2.170 -1.305 -2.280 -0.001 -0.009 0.004 0.26
H -2.266 -4.038 -2.017 -0.003 0.001 0.001 0.27
H -1.135 -5.638 -0.350 0.008 0.004 -0.004 0.25
H -0.592 -5.007 1.211 -0.003 0.001 0.005 0.23
H -2.331 -5.218 0.894 -0.003 -0.002 -0.006 0.24
N 0.247 0.424 -1.589 -0.031 0.208 0.048 -0.48
C 0.797 0.323 -2.599 -0.011 -0.103 0.053 0.58
C 1.448 0.211 -3.846 -0.011 0.030 -0.001 -0.20
C 2.828 0.452 -3.933 -0.021 0.011 0.039 -0.14
C 3.440 0.364 -5.165 -0.009 -0.011 -0.062 -0.20
C 2.686 0.046 -6.293 0.006 0.002 0.021 -0.10
C 1.317 -0.190 -6.203 0.013 0.000 -0.021 -0.20
C 0.685 -0.111 -4.980 0.022 0.002 0.044 -0.14
H 3.398 0.704 -3.048 0.002 0.000 -0.001 0.23
H 4.502 0.545 -5.256 -0.001 0.002 0.002 0.25
H 3.174 -0.015 -7.257 -0.001 -0.001 0.000 0.25
H 0.748 -0.430 -7.090 0.006 0.000 -0.003 0.26
H -0.380 -0.283 -4.892 0.000 0.001 -0.012 0.23
N 1.362 5.806 -2.881 0.000 -0.009 -0.005 -0.16
C 1.103 5.277 -1.896 -0.012 -0.014 0.036 0.21
C 0.779 4.564 -0.692 0.009 0.026 -0.056 -0.15
C 0.922 5.128 0.571 0.008 0.019 0.024 -0.05
C 0.584 4.362 1.677 0.002 0.010 0.005 -0.22
C 0.132 3.074 1.490 0.066 0.003 -0.033 0.07
N 0.012 2.524 0.266 -0.109 -0.092 0.330 -0.44
C 0.309 3.263 -0.806 0.020 0.002 0.010 0.08
H 1.282 6.143 0.680 0.000 -0.002 -0.003 0.27
H 0.666 4.762 2.678 0.001 -0.002 0.000 0.27
H -0.143 2.447 2.328 0.000 0.007 0.000 0.22
H 0.169 2.825 -1.782 -0.014 -0.014 0.008 0.24
O -2.395 0.847 -1.392 0.057 -0.063 0.059 -0.58
C -2.949 1.763 -0.740 -0.043 0.039 -0.120 0.66
O -2.377 2.004 0.368 0.000 0.003 -0.007 -0.54
H -3.823 2.324 -1.071 -0.015 -0.041 -0.029 0.21
```
Forces are in eV/Å.

Highest occupied orbital energy: -17.1 eV
Net charge: +3


No. 6
Here is a 3-piece molecular cluster, C7H15NO overall in a non-equilibrium geometry from the OMol25 dataset. Energies are from wB97M-V/def2-TZVPD.

```
24
Properties=species:S:1:pos:R:3:forces:R:3:nbo_charge:R:1
C 0.374 -0.026 -0.377 3.543 2.459 1.978 0.05
C -0.500 -0.376 0.679 -4.475 -2.737 -1.892 -0.16
C 1.634 0.873 1.012 -0.143 -0.195 -2.070 -0.09
C 0.042 1.097 -1.327 0.149 -0.065 0.078 -0.66
C 1.167 -1.137 -1.020 0.204 0.360 0.336 -0.65
C -1.364 0.603 1.425 -0.046 -0.054 0.092 -0.65
C -1.861 -1.409 -0.498 0.837 0.379 2.348 0.08
O 2.882 0.250 0.982 0.192 -0.241 0.050 -0.72
N -2.795 -1.009 -1.232 0.355 0.435 -0.486 -0.66
H 2.858 -0.520 1.561 0.033 0.077 -0.094 0.47
H -0.148 -1.205 1.290 0.000 0.032 -0.033 0.21
H -2.771 -0.002 -1.419 -0.072 0.011 0.279 0.33
H 1.755 1.871 0.597 0.053 0.023 -0.322 0.16
H 1.325 1.041 2.047 -0.703 -0.629 -0.125 0.16
H -1.863 -2.493 -0.295 0.290 0.135 0.002 0.14
H 2.104 -0.733 -1.407 -0.001 -0.090 -0.008 0.23
H -0.526 0.732 -2.182 -0.132 -0.104 -0.061 0.22
H 0.972 1.514 -1.719 -0.044 0.019 -0.035 0.22
H -0.515 1.903 -0.857 -0.014 0.035 0.021 0.21
H 0.621 -1.586 -1.850 -0.175 0.041 -0.027 0.23
H 1.404 -1.924 -0.304 0.015 -0.043 0.010 0.21
H -0.851 0.986 2.309 0.033 0.109 -0.040 0.21
H -1.674 1.446 0.811 0.022 0.021 -0.016 0.21
H -2.270 0.106 1.775 0.080 0.022 0.014 0.23
```
Forces are in eV/Å.

Highest occupied orbital energy: -7.2 eV
Net charge: 0


Computed orbital gap, in the same sequence as the records: 6.0, 9.1, 9.5, 8.6, 6.9, 7.9 eV.
Computed energy, in the same sequence as the records: -2297.48238, -344.71366, -337.98603, -1013.15002, -2080.24207, -405.54902 a.u..